(1)
Formula: C12H28N3O3S
Source: the OMol25 dataset
Level of theory: ωB97M-V with the def2-TZVPD basis set

Geometry as XYZ:
```
47
Properties=species:S:1:pos:R:3:forces:R:3
N 3.2948 -3.2901 0.5323 0.6 0.1 0.5
C 2.7383 -1.8929 0.8117 -0.3 0.7 -1.1
C 2.1054 -1.3629 -0.5426 -1.2 -1.4 1.4
S 0.5317 -0.4876 -0.0689 -0.3 0.1 0.3
C -0.5323 -1.8485 0.4902 1.1 0.2 -0.3
N -1.0817 -2.1377 1.6601 1.2 0.0 -2.9
N -1.7242 -3.3241 1.4042 -0.8 -1.7 -0.8
C -1.5465 -3.7039 0.1599 0.4 1.6 1.2
O -0.7726 -2.7683 -0.5041 -0.5 -0.4 1.3
H 3.5210 -3.4124 -0.4611 0.0 0.0 0.2
H 4.1639 -3.4133 1.0654 -0.2 -0.2 -0.1
H 2.6455 -4.0350 0.8080 0.1 0.2 -0.1
H 1.9740 -1.9943 1.6205 0.8 0.1 -0.7
H 3.5783 -1.2267 1.1036 -0.6 -0.6 0.1
H 2.7816 -0.7119 -1.1335 -0.7 -0.3 0.5
H 1.7594 -2.2564 -1.1289 0.5 0.9 0.2
H -1.8988 -4.5895 -0.3905 0.2 0.7 0.5
C 5.6254 3.7113 -0.2326 -0.1 0.2 0.1
C 4.6544 2.6370 -0.6876 0.1 0.1 0.0
O 3.5165 2.5058 0.1515 -0.1 -0.4 0.1
C 2.6777 3.6505 0.2637 -0.2 0.1 -0.1
C 2.0642 4.0819 -1.0565 0.2 0.0 -0.2
H 5.8978 3.5645 0.8143 0.0 -0.1 -0.1
H 6.5313 3.6885 -0.8401 0.0 0.0 0.0
H 5.1904 4.7082 -0.3201 0.1 0.0 -0.1
H 5.1638 1.6696 -0.6648 -0.1 0.0 0.1
H 4.3456 2.7997 -1.7261 0.0 0.1 0.0
H 3.2207 4.4763 0.7331 0.0 0.0 -0.1
H 1.8746 3.3766 0.9506 0.2 -0.2 0.0
H 2.8223 4.4466 -1.7529 -0.1 0.1 0.0
H 1.3437 4.8857 -0.8972 0.0 -0.1 0.0
H 1.5566 3.2428 -1.5380 -0.1 0.0 0.1
C -3.4449 -0.3222 -0.4215 -0.2 0.1 -0.1
C -4.1155 -1.0279 0.7471 0.0 0.0 0.0
O -5.2291 -0.3278 1.2657 0.1 0.1 0.2
C -6.3110 -0.1141 0.3720 -0.1 -0.1 -0.1
C -6.9389 -1.3992 -0.1386 0.2 -0.1 -0.1
H -3.2019 0.7095 -0.1577 0.0 -0.1 0.0
H -2.5259 -0.8378 -0.7044 -0.1 0.0 -0.1
H -4.0989 -0.2904 -1.2949 0.1 -0.1 -0.1
H -3.4008 -1.1125 1.5664 -0.2 0.1 0.1
H -4.3994 -2.0524 0.4782 0.0 0.0 -0.1
H -5.9981 0.5270 -0.4592 0.0 0.0 -0.1
H -7.0616 0.4470 0.9311 0.2 0.0 0.1
H -6.2503 -1.9585 -0.7766 -0.1 0.0 -0.1
H -7.8330 -1.1800 -0.7248 0.0 0.0 0.0
H -7.2132 -2.0502 0.6938 0.0 0.1 0.0
```
Positions in Å, forces in eV/Å.

Properties
HOMO-LUMO gap: 7.36 eV
LUMO energy: -3.9658 eV
electronic energy: -1261.84987 Eh
total charge: +1

(2)
Formula: C12H28N4O4Rb
Source: the OMol25 dataset
Level of theory: ωB97M-V with the def2-TZVPD basis set

Geometry as XYZ:
```
49
Properties=species:S:1:pos:R:3:forces:R:3
Rb -0.0800 -0.5856 -0.5581 0.6 -0.1 0.0
C 1.3040 3.7866 -1.2928 0.1 -1.0 0.6
C 1.1669 3.1850 0.1079 -0.3 0.4 -1.3
O 0.4878 2.1867 0.2977 -0.3 -0.2 0.5
N 1.7680 3.8780 1.0911 0.1 -0.3 0.4
C 1.5339 3.5566 2.4870 0.1 -0.3 0.2
H 0.4405 4.4100 -1.5171 0.2 0.5 0.3
H 1.2222 2.9792 -2.0195 0.4 -0.1 0.0
H 2.2712 4.2798 -1.3468 -0.2 0.4 -0.5
H 2.5509 4.4586 0.8520 -0.2 0.3 0.0
H 2.2606 4.0764 3.1049 0.0 0.1 0.0
H 1.6188 2.4864 2.6838 0.1 0.0 -0.1
H 0.5272 3.8417 2.7922 0.0 0.2 0.0
C -0.5301 -5.5361 -1.8981 0.1 -0.3 -0.6
C -1.1320 -4.1706 -1.7101 0.8 -0.1 0.6
O -0.4800 -3.2850 -1.1603 -0.2 0.3 -0.1
N -2.3812 -3.9973 -2.1462 -1.5 -0.4 -0.3
C -3.1655 -2.7833 -2.0841 0.6 0.8 0.2
H -1.0754 -6.1321 -2.6314 -0.1 -0.1 0.2
H -0.4508 -6.0742 -0.9557 -0.2 0.1 0.1
H 0.4832 -5.4425 -2.2871 0.0 0.2 0.1
H -2.9138 -4.8001 -2.4403 0.4 -0.2 -0.1
H -2.4551 -1.9547 -2.1148 -0.3 0.1 -0.1
H -3.7718 -2.6578 -1.1839 0.2 -0.3 0.1
H -3.8389 -2.7086 -2.9350 0.1 -0.1 -0.1
C -4.7456 1.0185 -0.0941 0.9 -1.3 0.0
C -3.2329 1.0973 0.1022 0.5 1.5 -0.3
O -2.3851 0.6363 -0.6596 -1.3 -0.2 -0.3
N -2.8123 1.9714 1.0617 -0.7 0.0 0.4
C -3.3563 2.0285 2.4057 0.1 0.9 0.4
H -4.8776 0.8846 -1.1665 -0.2 0.2 0.0
H -5.2466 1.8958 0.2936 -0.1 0.0 0.0
H -5.1280 0.1093 0.3758 -0.2 0.1 0.1
H -2.0008 2.5304 0.8553 0.5 -0.6 0.1
H -4.1098 1.2709 2.6005 0.2 -0.3 -0.2
H -3.8281 2.9807 2.6759 0.0 0.1 -0.4
H -2.5159 1.9261 3.0955 -0.2 -0.3 0.2
C 4.6595 -2.2301 -0.8647 0.9 1.0 0.3
C 3.8583 -1.1739 -0.1554 -0.8 -0.6 -0.8
O 2.7201 -0.9146 -0.5491 0.2 0.3 0.2
N 4.3789 -0.5856 0.9249 -0.1 0.8 0.9
C 3.5300 0.2659 1.7408 0.1 0.8 0.3
H 4.4366 -2.1489 -1.9235 -0.4 -0.6 0.0
H 4.4516 -3.1712 -0.3610 -0.1 -0.3 -0.5
H 5.7307 -2.0189 -0.7926 0.0 -0.2 0.2
H 5.1716 -0.9801 1.4011 0.2 -0.1 -0.4
H 2.8285 -0.3270 2.3241 -0.2 0.1 0.0
H 3.0081 1.0277 1.1618 -0.3 -0.5 -0.4
H 4.1046 0.9096 2.4122 0.4 -0.6 0.1
```
Positions in Å, forces in eV/Å.

Properties
HOMO-LUMO gap: 9.92 eV
LUMO energy: -2.0229 eV
electronic energy: -1018.03263 Eh
total charge: +1
energy above the lowest of the compared OMol25 structures with the same formula, charge and spin: 19.0 kcal/mol

(3)
Formula: C12H28N8O2PS2Sn
Source: the OMol25 dataset
Level of theory: ωB97M-V with the def2-TZVPD basis set

Geometry as XYZ:
```
54
Properties=species:S:1:pos:R:3:forces:R:3
Sn -0.3121 0.9604 0.1437 0.0 -0.1 -0.2
N -3.1345 -0.9117 0.6865 0.0 0.3 -0.1
C -3.1566 -1.7496 -0.5134 0.2 0.1 0.2
C -2.0878 -2.8344 -0.4322 0.2 0.4 0.0
N -0.7103 -2.3013 -0.3847 0.2 0.2 0.1
C 0.1709 -3.1245 0.4709 -0.3 0.3 0.0
C -0.1178 -3.1087 1.9765 -0.1 0.1 -0.3
N 0.0521 -1.7874 2.5575 0.1 0.2 -0.1
C -0.1788 -2.2380 -1.7543 -0.1 0.3 0.0
C 0.9910 -1.2830 -2.0635 -0.1 -0.3 0.4
N 0.6289 0.1524 -2.0651 -0.2 -0.4 0.4
H -3.3103 -1.4763 1.5114 0.1 0.1 0.0
H -3.8764 -0.2196 0.6363 0.1 -0.1 0.1
H -2.9616 -1.0972 -1.3698 -0.1 -0.1 -0.1
H -4.1300 -2.2299 -0.6569 0.0 -0.1 -0.2
H -2.1993 -3.5057 -1.2926 0.0 -0.1 0.1
H -2.2701 -3.4193 0.4686 0.0 -0.1 0.0
H 1.1845 -2.7426 0.3389 0.1 -0.1 -0.1
H 0.1368 -4.1725 0.1361 0.2 0.0 -0.1
H 0.5436 -3.8566 2.4345 -0.1 -0.1 -0.1
H -1.1448 -3.4242 2.1660 0.0 -0.1 0.0
H 1.0152 -1.4851 2.4423 -0.1 0.1 0.1
H -0.1502 -1.8083 3.5510 0.1 0.0 -0.1
H -1.0071 -1.9228 -2.3936 0.0 -0.2 -0.1
H 0.1219 -3.2507 -2.0617 0.0 0.0 -0.2
H 1.3743 -1.5688 -3.0487 0.1 0.0 0.1
H 1.7832 -1.4068 -1.3258 0.1 0.0 0.0
H -0.0291 0.3262 -2.8206 0.0 0.3 0.1
H 1.4658 0.7008 -2.2471 0.0 0.1 0.0
S 1.2122 3.1381 0.0994 -0.7 -0.2 -0.1
C 0.3903 4.2228 -1.0251 -0.2 -0.6 0.2
C 1.1817 5.3452 -1.3751 0.3 0.4 -0.2
N 1.9623 6.1545 -1.6271 -0.1 0.0 0.1
C -0.8478 3.9810 -1.5168 0.4 -0.2 0.3
S -1.7769 2.5258 -1.2815 0.0 -0.2 0.2
C -1.5021 4.9855 -2.2881 -0.2 0.3 -0.3
N -2.0625 5.7877 -2.8915 0.1 0.0 0.0
N 4.1576 3.3617 -0.1888 -0.7 0.3 -0.1
C 4.4082 2.3990 0.9057 -0.2 -0.6 -0.1
P 4.2460 0.7066 0.1556 0.4 -0.4 0.6
O 4.3755 0.8516 -1.3267 0.2 0.3 -0.3
O 3.1792 -0.1571 0.7300 -0.1 0.1 0.2
C 5.8411 -0.1919 0.6355 -0.4 0.5 0.0
N 5.6847 -1.3780 -0.2645 -0.2 0.1 -0.2
H 3.0508 3.4607 -0.2647 0.9 -0.1 0.0
H 4.4774 2.9421 -1.0710 0.0 0.1 0.0
H 4.5542 4.2854 -0.0303 0.1 0.0 -0.1
H 3.6623 2.5317 1.6894 0.0 0.1 0.0
H 5.4065 2.5176 1.3241 0.0 0.1 0.0
H 5.8579 -0.5030 1.6765 0.0 -0.1 0.0
H 6.7558 0.3394 0.3848 0.0 -0.1 -0.1
H 5.5626 -0.9870 -1.2142 0.1 -0.2 0.0
H 4.7754 -1.8015 -0.0355 0.1 -0.2 0.0
H 6.4286 -2.0732 -0.2305 0.0 0.1 0.0
```
Positions in Å, forces in eV/Å.

Properties
HOMO-LUMO gap: 7.46 eV
LUMO energy: -2.9997 eV
electronic energy: -2414.45692 Eh
total charge: +1
energy above the lowest of the compared OMol25 structures with the same formula, charge and spin: 29.2 kcal/mol

(4)
Formula: C12H28NO24S6
Source: the OMol25 dataset
Level of theory: ωB97M-V with the def2-TZVPD basis set

Geometry as XYZ:
```
71
Properties=species:S:1:pos:R:3:forces:R:3
N 3.1656 13.8622 -15.3570 -0.2 0.2 -0.2
H 3.1376 13.4779 -16.3114 0.3 -0.3 0.3
H 2.3375 13.5199 -14.8544 0.1 0.4 0.1
H 3.1772 14.8761 -15.4606 -0.2 0.2 0.4
H 4.0313 13.6188 -14.8734 0.1 -0.3 -0.2
C 2.2701 11.7161 -10.5749 0.7 -0.4 0.3
C 1.3318 12.0972 -11.6883 -0.9 -0.3 -0.1
O 2.1748 12.3164 -12.8265 0.4 0.3 0.1
S 3.5461 11.5016 -12.7037 -1.6 -0.3 0.3
O 4.5915 12.4547 -12.8086 0.6 0.3 0.1
O 3.4910 10.3962 -13.5763 0.5 -0.5 -0.6
O 3.3131 10.9488 -11.2434 0.3 0.3 -0.1
H 1.8492 11.0412 -9.8366 -0.1 0.1 0.0
H 2.7617 12.5601 -10.0945 -0.3 0.1 -0.1
H 0.7488 12.9801 -11.4324 0.4 0.1 -0.3
H 0.6183 11.3231 -11.9772 0.2 -0.3 0.3
C 5.1923 15.1917 -18.7236 1.3 -0.5 -0.3
C 6.2570 16.3100 -18.6323 0.5 -0.2 -0.8
O 6.0151 17.0011 -17.4076 -0.3 0.2 0.5
S 4.4858 16.8375 -16.9932 1.6 -0.4 -0.3
O 3.7505 17.8260 -17.6678 -0.8 0.2 -0.7
O 4.3396 16.6823 -15.5949 -0.1 -0.1 0.7
O 4.3742 15.3572 -17.5738 -1.0 0.2 -0.3
H 5.7340 14.2497 -18.6309 -0.4 -0.2 0.3
H 4.6526 15.1417 -19.6662 -0.4 0.5 0.2
H 6.2614 16.9627 -19.5061 -0.4 0.3 0.3
H 7.2587 15.8899 -18.5729 -0.1 0.0 0.3
C 2.5644 18.0736 -10.8433 0.9 -0.9 0.1
C 1.0997 17.7896 -10.6176 0.0 0.3 0.6
O 0.8059 16.7000 -11.5032 -0.1 -0.1 -0.3
S 2.0327 15.6819 -11.4837 0.6 1.3 -0.1
O 2.3374 15.2732 -12.7998 -0.2 -0.2 -0.5
O 1.8431 14.7073 -10.4757 -0.2 -0.3 0.6
O 3.1200 16.7262 -10.9950 -0.2 -0.2 -0.1
H 3.1012 18.4410 -9.9739 -0.3 0.4 0.0
H 2.8322 18.6207 -11.7443 -0.3 0.2 0.0
H 0.4551 18.6399 -10.8169 -0.1 -0.2 -0.3
H 0.9337 17.4510 -9.5927 0.0 0.1 0.0
C 7.9269 12.4156 -13.5752 -0.5 -0.2 -0.1
C 7.9141 13.9337 -13.3161 0.4 -0.2 1.2
O 7.7891 14.5787 -14.5740 0.0 -0.2 -0.4
S 7.4440 13.5214 -15.7288 0.2 0.8 1.9
O 8.1994 13.8657 -16.8541 0.4 0.1 -1.3
O 6.0320 13.3989 -15.8032 -0.7 -0.3 -0.2
O 8.0693 12.2784 -15.0078 -0.1 -0.2 -0.2
H 6.9851 11.9813 -13.2399 0.0 -0.1 -0.3
H 8.7496 11.8407 -13.1647 0.1 0.3 0.2
H 8.8245 14.2511 -12.8066 0.2 0.2 -0.5
H 7.1039 14.2139 -12.6427 -0.3 -0.1 -0.3
C 3.5926 9.0776 -18.2743 0.8 0.5 -0.2
C 4.7021 10.0217 -18.8241 -0.2 -0.2 0.2
O 3.9546 11.0528 -19.4999 0.4 0.4 0.0
S 2.7318 11.3796 -18.5625 0.2 -0.3 0.3
O 1.7100 12.0174 -19.2825 -0.4 0.0 -0.4
O 3.2168 11.9843 -17.3561 0.1 0.0 -0.1
O 2.3892 9.8711 -18.2503 -0.3 0.0 0.0
H 3.8406 8.7917 -17.2574 -0.2 -0.4 0.0
H 3.4594 8.2527 -18.9651 -0.3 -0.2 0.2
H 5.3594 9.5568 -19.5492 -0.1 0.0 -0.1
H 5.2875 10.4525 -18.0127 0.0 0.1 -0.1
C -1.8879 15.3483 -12.9651 -0.5 1.4 0.5
C -2.7581 14.1304 -13.3300 0.4 0.4 0.1
O -1.9347 13.3404 -14.1964 0.1 -0.4 -0.2
S -0.8178 14.2300 -14.8807 -0.6 0.0 0.3
O -1.3717 14.9262 -15.9784 0.0 0.3 -0.1
O 0.3433 13.4357 -15.0632 0.2 0.0 0.2
O -0.6310 15.2050 -13.6280 0.3 -0.5 -0.2
H -1.7488 15.5095 -11.8954 0.5 -0.7 0.0
H -2.3259 16.3099 -13.2488 -0.2 -0.3 -0.6
H -3.6614 14.4675 -13.8311 -0.1 -0.3 -0.1
H -2.9663 13.5105 -12.4649 -0.2 0.0 0.0
```
Positions in Å, forces in eV/Å.

Properties
HOMO-LUMO gap: 11.56 eV
LUMO energy: -1.7943 eV
electronic energy: -4723.38064 Eh
total charge: +1

(5)
Formula: C12H28NO5P2SSn
Source: the OMol25 dataset
Level of theory: ωB97M-V with the def2-TZVPD basis set

Geometry as XYZ:
```
50
Properties=species:S:1:pos:R:3:forces:R:3
C 0.8136 -1.0601 -4.2520 0.1 -0.5 0.2
C 0.9109 -0.9779 -2.8611 -0.3 -0.3 -0.5
N -0.2062 -1.0702 -2.1059 -0.2 0.0 0.0
C -1.4199 -1.2006 -2.6890 0.0 -0.3 -0.6
C -1.5554 -1.4003 -4.0700 0.1 0.6 0.5
C -0.4162 -1.3229 -4.8644 0.2 0.1 0.3
C 2.2899 -0.9675 -2.1918 0.2 -0.1 0.1
P 2.2726 -0.7675 -0.3550 0.3 0.1 -0.4
Sn -0.1331 -1.4327 0.4965 1.4 1.0 0.8
P -2.3541 -0.5281 -0.1592 -1.8 0.9 0.0
C -2.7024 -1.1776 -1.8374 0.4 -0.4 0.1
O 2.4795 3.5703 -3.4515 -0.6 -1.0 -2.1
O -0.9890 2.8301 -1.6938 -0.9 -0.4 -1.7
H 1.7404 -1.0728 -4.8152 -0.2 0.2 -0.1
H -2.5569 -1.5276 -4.4839 0.4 -0.1 0.0
H -0.4784 -1.4661 -5.9425 0.0 0.1 0.3
C 3.6311 -1.9424 -0.0824 0.2 -0.2 0.5
C 2.8570 0.8768 0.1591 0.1 0.2 0.1
H -3.4712 -0.5413 -2.3201 0.5 -0.3 0.3
H -3.1347 -2.1968 -1.7509 0.3 0.5 -0.1
H 3.0774 -0.2917 -2.6095 -1.1 0.0 0.0
H 2.7833 -1.9574 -2.3310 -0.7 0.4 0.0
C -3.6265 -1.0616 1.0168 0.1 -0.5 0.0
C -2.4720 1.2521 -0.2297 -0.1 -0.6 0.4
H -0.3723 3.3195 -1.0678 0.7 1.1 0.4
H -1.7305 3.4267 -1.9113 0.7 0.0 0.1
H 2.2019 3.0949 -2.6788 -0.4 0.0 0.9
H 1.9765 3.0892 -4.1752 0.9 1.1 1.2
H 0.4462 -3.0013 0.9970 -0.4 0.2 -0.1
H 0.4287 4.1935 -0.6043 0.3 -0.2 0.4
H 4.4082 -1.7141 -0.8229 0.0 0.0 0.3
H 4.0532 -1.8887 0.9231 -0.1 0.0 -0.1
H 3.2730 -2.9628 -0.2564 0.1 0.2 0.0
H 3.9498 0.8466 0.2690 -0.2 0.1 -0.2
H 2.5623 1.6513 -0.5658 0.1 -0.2 0.3
H 2.4259 1.1412 1.1374 0.0 -0.1 -0.4
H -3.5111 1.5632 -0.4127 0.2 -0.3 0.0
H -2.1649 1.6510 0.7420 0.1 0.0 -0.1
H -1.7967 1.6926 -1.0117 -0.2 -0.2 0.4
H -4.6196 -1.0248 0.5440 0.3 0.0 0.2
H -3.4093 -2.0756 1.3796 -0.2 0.2 -0.1
H -3.5862 -0.3760 1.8750 0.0 -0.2 -0.3
C 1.1209 -0.3143 4.1957 -0.2 0.0 0.0
S -0.3448 0.0057 3.2083 -0.2 0.4 0.0
O -1.0694 -1.2832 3.0348 0.8 0.8 -0.6
O -1.0895 1.0990 3.7785 0.6 -0.9 -0.4
O 0.2355 0.3813 1.8168 -0.5 -1.5 0.2
H 0.8081 -0.2862 5.2426 0.1 0.0 -0.2
H 1.8716 0.4603 4.0003 -0.4 -0.1 0.0
H 1.5160 -1.3042 3.9440 -0.2 0.2 0.0
```
Positions in Å, forces in eV/Å.

Properties
HOMO-LUMO gap (spin up / spin down): 5.55 / 2.59 eV
LUMO energy (spin up / spin down): -3.9325 / -4.7664 eV
electronic energy: -2199.78477 Eh
total charge: +1